# C7H35FeN12O11

A molecular structure, C7H35FeN12O11 (the ωB97M-V functional and the def2-TZVPD basis, the OMol25 dataset).

Element x y z (Å)
Fe: -1.44 -1.71 -3.00
C: -0.53 -0.15 -0.36
O: -1.52 -0.61 -1.21
H: -0.08 0.81 -0.61
H: -0.82 0.00 0.67
H: 0.31 -0.84 -0.30
C: -4.32 -1.80 0.77
O: -5.37 -2.32 1.14
N: -3.14 -2.26 0.96
N: -4.27 -0.69 0.03
H: -3.03 -2.89 1.74
H: -2.48 -1.59 0.61
H: -3.47 -0.50 -0.56
H: -5.15 -0.23 -0.16
C: 2.60 1.44 -3.11
O: 1.44 1.45 -3.26
N: 3.21 0.78 -2.22
N: 3.47 1.93 -3.91
H: 2.70 0.01 -1.81
H: 4.19 0.98 -2.08
H: 3.15 2.46 -4.71
H: 4.46 1.84 -3.74
C: -3.82 2.77 -2.89
O: -4.34 2.09 -3.75
N: -4.00 4.08 -2.73
N: -2.95 2.33 -2.04
H: -3.55 4.66 -2.04
H: -4.73 4.51 -3.28
H: -2.61 2.93 -1.31
H: -2.96 1.32 -2.02
C: -0.18 1.12 3.36
O: 0.79 0.53 3.06
N: 0.00 2.22 4.00
N: -1.39 0.63 3.55
H: 0.95 2.53 3.90
H: -0.74 2.90 3.90
H: -2.14 1.29 3.66
H: -1.46 -0.36 3.36
C: 1.47 -3.23 2.57
O: 2.40 -2.90 1.82
N: 0.61 -2.33 2.91
N: 1.20 -4.45 2.95
H: 0.63 -1.39 2.54
H: -0.22 -2.65 3.39
H: 0.47 -4.74 3.58
H: 1.91 -5.11 2.68
C: 3.97 1.35 1.51
O: 4.92 1.45 0.87
N: 3.96 1.59 2.83
N: 2.90 0.77 1.12
H: 3.17 1.55 3.45
H: 4.91 1.82 3.09
H: 2.17 0.63 1.81
H: 2.67 0.36 0.23
O: -2.11 -3.31 -1.86
H: -2.95 -3.70 -2.08
H: -2.09 -3.31 -0.90
O: 2.88 -1.85 -1.10
H: 2.58 -2.21 -0.27
H: 3.83 -1.96 -1.08
O: 0.21 3.47 -2.14
H: 0.34 3.14 -1.25
H: 0.63 2.81 -2.70
O: 0.56 -2.33 -2.59
H: 1.22 -2.04 -1.96
H: 0.95 -3.10 -3.00

Summary:
Highest occupied orbital energy (spin up / spin down) = -11.55 / -11.55 eV
Charge = +1
Gap between HOMO and LUMO (spin up / spin down) = 6.336 / 6.202 eV
⟨S²⟩ = 6.01
Multiplicity = 5
DFT total energy = -3035.9765 Ha


# H12NaO6

A molecular structure, H12NaO6 (the ωB97M-V functional and the def2-TZVPD basis, the OMol25 dataset).

Element x y z (Å)
Na: -0.12 0.06 0.33
O: 1.79 -0.27 0.06
H: 2.22 0.18 -0.67
H: 1.80 -1.19 -0.19
O: -1.85 -0.48 0.44
H: -2.64 -0.06 0.10
H: -2.02 -1.42 0.35
O: 0.01 -1.86 -0.02
H: -0.72 -2.20 0.50
H: -0.35 -1.75 -0.90
O: -0.34 2.01 0.35
H: -0.37 2.92 0.65
H: -0.31 2.07 -0.60
O: 1.16 1.00 1.74
H: 1.67 0.83 2.54
H: 1.73 0.71 1.03
O: -0.35 -0.14 -1.57
H: -0.36 -0.90 -2.15
H: -0.93 0.50 -1.99

Summary:
Highest occupied orbital energy = -14.12 eV
Relative energy (zero: lowest compared OMol25 entry of this formula, charge and spin) = 5.7578 eV
Charge = +1
Gap between HOMO and LUMO = 10.243 eV
Multiplicity = 1
DFT total energy = -620.6068 Ha


# CHIO2S

CHIO2S in the gas phase (the ωB97M-V functional and the def2-TZVPD basis, the OMol25 dataset).

Element x y z (Å)
C: 1.35 -0.43 1.00
O: 0.11 -0.51 0.74
O: -1.78 -0.80 -1.12
S: -0.75 0.12 -0.65
I: 2.47 0.95 -0.30
H: -1.41 0.66 0.32

Summary:
Highest occupied orbital energy = -8.93 eV
Relative energy (zero: lowest compared OMol25 entry of this formula, charge and spin) = 1.6933 eV
Gap between HOMO and LUMO = 8.227 eV
Multiplicity = 1
DFT total energy = -884.9126 Ha


# C34H45N5ORh

A molecular structure, C34H45N5ORh (the ωB97M-V functional and the def2-TZVPD basis, the OMol25 dataset).

Element x y z (Å)
Rh: 1.06 -0.40 -1.22
N: -3.14 -3.04 -0.54
N: -1.09 -1.83 -2.08
C: 2.46 1.06 -1.31
C: 2.99 -0.09 -0.64
C: 2.18 -0.35 0.51
C: 2.36 -1.47 1.47
H: 2.67 -2.38 0.95
H: 1.43 -1.68 2.01
H: 3.13 -1.24 2.22
C: 1.14 0.64 0.55
C: 0.02 0.68 1.54
H: 0.41 0.67 2.56
H: -0.63 -0.20 1.42
H: -0.58 1.58 1.39
C: 1.32 1.51 -0.57
C: 0.48 2.69 -0.94
H: -0.18 2.96 -0.11
H: -0.15 2.44 -1.80
H: 1.10 3.54 -1.22
C: 4.11 -0.95 -1.12
H: 4.65 -1.38 -0.28
H: 4.79 -0.37 -1.74
H: 3.72 -1.78 -1.73
C: 2.96 1.66 -2.58
H: 2.29 1.40 -3.40
H: 3.96 1.28 -2.82
H: 2.99 2.75 -2.51
C: -4.15 -3.31 0.26
H: -5.14 -3.41 -0.20
C: -4.00 -3.49 1.65
H: -4.87 -3.74 2.25
C: -2.73 -3.34 2.21
H: -2.54 -3.49 3.27
C: -1.67 -2.98 1.38
H: -0.68 -2.78 1.77
C: -1.89 -2.81 -0.02
C: -0.82 -2.35 -0.85
H: 0.24 -2.54 -0.58
C: -0.32 -0.82 -2.56
C: -2.21 -2.00 -2.94
H: -2.96 -2.72 -2.70
C: -2.13 -1.04 -3.87
H: -2.80 -0.80 -4.68
N: -0.97 -0.28 -3.62
C: -0.70 1.01 -4.21
C: 0.37 1.15 -5.11
C: 0.58 2.40 -5.70
H: 1.40 2.51 -6.42
C: -0.24 3.49 -5.40
C: -0.04 4.83 -6.05
H: 0.23 5.59 -5.31
H: -0.95 5.17 -6.55
H: 0.76 4.79 -6.80
C: -1.29 3.32 -4.50
H: -1.95 4.16 -4.27
C: -1.53 2.09 -3.88
C: -2.63 1.94 -2.88
H: -3.37 1.19 -3.18
H: -3.15 2.90 -2.78
H: -2.25 1.67 -1.88
C: 1.23 -0.02 -5.48
H: 0.63 -0.89 -5.80
H: 1.87 -0.35 -4.65
H: 1.88 0.27 -6.31
C: -2.28 -0.65 4.54
N: -1.05 -0.53 5.28
C: -0.87 0.63 6.12
C: 0.22 0.37 7.13
C: 1.47 -0.14 6.46
N: 1.15 -1.26 5.61
C: 2.21 -2.14 5.21
C: -0.03 -1.37 4.92
O: -0.17 -2.21 4.00
H: -2.66 -1.68 4.60
H: -3.02 0.02 4.99
H: -2.15 -0.40 3.48
H: -0.61 1.52 5.51
H: -1.82 0.83 6.62
H: -0.13 -0.37 7.85
H: 0.44 1.29 7.67
H: 2.20 -0.49 7.20
H: 1.95 0.67 5.88
H: 2.71 -1.80 4.29
H: 2.96 -2.17 6.01
H: 1.81 -3.14 5.04

Summary:
Highest occupied orbital energy (spin up / spin down) = 0.36 / -4.51 eV
Charge = -1
Gap between HOMO and LUMO (spin up / spin down) = 2.151 / 7.008 eV
⟨S²⟩ = 6.03
Multiplicity = 5
DFT total energy = -1781.9962 Ha


Number 1: maximum force 7.833 eV/Å. Number 2: maximum force 4.997 eV/Å. Number 3: maximum force 2.268 eV/Å. Number 4: maximum force 4.934 eV/Å.